Here is 2 unconnected molecules or ions with the total composition C4H12NO at a distorted geometry from the Open Molecules 2025 dataset. Energies are from ωB97M-V/def2-TZVPD.

HOMO-LUMO gap = 10.2 eV
ΔE to the lowest compared entry with this formula, charge and spin = 202.84 kJ/mol
Highest occupied orbital energy = -14.0 eV
Lowest unoccupied orbital energy = -0.1406 Eh

The geometry in ORCA input format:
```
! RIJCOSX wB97M-V def2-TZVPD def2/J DEFGRID3
* xyz 1 1
C -0.240 -1.207 -1.957
C 0.034 0.332 -1.752
C -0.289 0.843 -0.394
C -1.034 1.881 0.003
N 0.637 0.296 0.674
H -0.371 -1.775 -1.027
H 0.573 -1.757 -2.441
H -1.133 -1.317 -2.569
H -0.475 0.867 -2.555
H 1.077 0.421 -2.063
H -1.205 2.811 -0.532
H -1.472 1.887 0.996
H 1.575 0.052 0.336
H 0.852 0.887 1.480
H 0.382 -0.606 1.114
H -0.212 -1.649 3.815
H 1.094 -0.978 3.634
O 0.208 -0.990 3.237
*
```

Here is 2 unconnected molecules or ions with the total composition C4H12NO at a distorted geometry from the Open Molecules 2025 dataset. Energies are from ωB97M-V/def2-TZVPD.

HOMO-LUMO gap = 9.8 eV
ΔE to the lowest compared entry with this formula, charge and spin = 227.65 kJ/mol
Highest occupied orbital energy = -13.3 eV
Lowest unoccupied orbital energy = -0.1309 Eh

The geometry in ORCA input format:
```
! RIJCOSX wB97M-V def2-TZVPD def2/J DEFGRID3
* xyz 1 1
C 0.382 -1.609 -0.236
C -0.415 -1.236 -1.502
C -0.393 0.216 -1.829
C -1.503 0.897 -2.182
N -0.459 -1.166 0.950
H 1.296 -1.026 -0.183
H 0.472 -2.691 -0.230
H -1.453 -1.518 -1.322
H -0.081 -1.901 -2.292
H 0.529 0.787 -1.761
H -2.451 0.567 -1.793
H -1.382 1.650 -2.951
H -1.304 -1.667 1.112
H 3.033 3.017 4.492
H 0.013 -0.792 1.776
H -0.730 -0.263 0.545
H 2.188 3.793 3.482
O 2.259 2.942 3.924
*
```

Here is 2 unconnected molecules or ions with the total composition C4H12NO from the Open Molecules 2025 dataset. Energies are from ωB97M-V/def2-TZVPD.

HOMO-LUMO gap = 10.1 eV
ΔE to the lowest compared entry with this formula, charge and spin = 114.63 kJ/mol
Highest occupied orbital energy = -15.0 eV
Lowest unoccupied orbital energy = -0.1806 Eh

The geometry in ORCA input format:
```
! RIJCOSX wB97M-V def2-TZVPD def2/J DEFGRID3
* xyz 1 1
C 1.769 -1.421 0.456
C 0.391 -1.011 0.979
C -0.107 0.240 0.308
C -1.954 1.791 0.655
N -1.390 0.689 0.916
H 2.162 -2.217 1.084
H 1.700 -1.785 -0.567
H 2.469 -0.592 0.491
H -0.332 -1.812 0.818
H 0.490 -0.869 2.054
H 0.577 1.081 0.412
H -0.311 0.079 -0.752
H -1.454 2.468 -0.027
H -2.903 2.041 1.106
H -1.893 0.087 1.568
H 0.370 -0.648 -3.238
H 1.764 -0.363 -2.776
O 0.859 -0.047 -2.661
*
```

Here is 3 unconnected molecules or ions with the total composition C4H12NO at a distorted geometry from the Open Molecules 2025 dataset. Energies are from ωB97M-V/def2-TZVPD.

HOMO-LUMO gap = 5.0 eV
ΔE to the lowest compared entry with this formula, charge and spin = 872.09 kJ/mol
Highest occupied orbital energy = -14.6 eV
Lowest unoccupied orbital energy = -0.3527 Eh

The geometry in ORCA input format:
```
! RIJCOSX wB97M-V def2-TZVPD def2/J DEFGRID3
* xyz 1 1
C -1.881 -0.975 -0.611
C -0.845 0.010 -0.165
C -0.018 -0.319 1.147
C -1.130 0.890 0.999
O 1.363 1.631 0.048
N 2.095 -0.541 -1.099
H -2.815 -0.424 -0.667
H -1.597 -1.547 -1.499
H -1.957 -1.841 0.132
H -0.311 0.570 -0.939
H 1.066 -0.095 1.255
H -0.376 -1.152 1.782
H -0.716 1.885 1.056
H -1.860 0.609 1.765
H 1.812 2.483 0.191
H 1.863 0.379 -0.671
H 2.478 -0.457 -2.053
H 2.829 -1.107 -0.670
*
```

Here are the calculated energy numbers, same order: -289.29760, -289.28815, -289.33120, -289.04270 (a.u.).